Entry 1:
129
Properties=species:S:1:pos:R:3:forces:R:3:mulliken_charge:R:1 method="wB97M-V/def2-TZVPD" charge=+1 max_force_ha_per_bohr=0.0446
H 2.7747 2.4879 -5.0399 0.000 0.026 -0.022 0.313
H 1.2745 -2.5720 9.3354 -0.006 0.035 0.035 0.281
H -4.5450 -0.2252 3.7884 -0.080 -0.004 0.232 0.500
H 2.3383 1.0210 -6.9783 0.026 0.013 -0.019 0.280
H -5.9910 -3.0263 0.6048 0.038 0.090 0.024 0.313
H 0.5248 0.7851 -1.6746 0.173 -0.153 -0.018 -0.145
H -5.3465 -2.9891 2.2489 0.020 0.006 0.025 0.203
O 3.5470 -3.7579 4.1156 -0.124 -0.027 0.008 -0.607
C -2.5893 0.4824 0.5106 -0.747 0.077 0.601 1.347
H -0.2977 2.1502 -9.0915 -0.039 0.079 -0.087 0.379
C -2.5891 -0.0100 2.9078 -0.583 0.130 -0.975 0.683
H 6.7783 -6.6623 2.9736 0.037 -0.002 0.002 0.302
H -0.2192 7.3849 -6.2225 -0.023 0.020 0.008 0.312
H -5.7729 0.1959 1.6911 -0.362 -0.024 -0.022 0.555
C -0.3504 3.1619 -1.4007 -0.151 0.139 0.325 -0.495
C -4.0011 0.4631 0.5077 0.547 -0.108 0.983 -1.221
O 0.5828 5.2858 -4.2491 0.028 -0.185 0.125 -0.236
H 1.5137 7.1707 -5.9225 -0.071 0.030 0.023 0.365
C -6.2236 -3.2272 1.6471 -0.172 -0.110 -0.161 -0.919
H -1.5694 3.3730 -10.9484 -0.014 -0.043 0.017 0.268
C -7.3473 -2.3050 2.0619 0.117 0.074 0.067 0.742
O -1.0402 5.3398 1.4673 -1.091 1.358 1.490 -0.555
C 1.5086 6.1640 -3.5994 0.051 0.179 0.070 -0.464
H -1.0270 -1.6363 9.6202 0.064 -0.069 -0.001 0.365
C 0.7469 -1.0354 7.9001 0.134 0.037 0.102 -0.465
H -7.4505 -3.5380 5.4408 -0.025 -0.015 0.020 0.291
O 3.4669 -0.0157 -5.6959 0.007 -0.015 -0.053 -0.369
H 1.2543 -0.3798 7.1943 -0.004 0.002 -0.023 0.367
C 1.7901 -1.2770 2.9073 0.119 -0.001 0.195 -0.223
C 0.2346 2.3566 -11.5924 -0.134 -0.093 -0.093 -0.344
H -0.5385 3.8571 -8.6789 -0.038 0.014 0.033 0.296
C 4.1922 -4.6946 4.5196 -0.054 -0.037 -0.102 0.823
O 5.5090 -4.6911 4.2873 0.055 0.076 0.059 -0.374
H 2.4561 -2.4123 -3.6674 0.083 -0.053 0.054 0.411
O -8.2135 -2.6902 3.0096 -0.099 -0.008 -0.036 -0.349
P -0.2946 1.4838 -0.7987 0.248 -0.500 -0.338 0.527
C -1.4880 -2.4457 9.0602 -0.082 0.276 -0.031 -1.140
H 3.3205 0.2043 2.6490 -0.006 0.007 0.045 0.434
N 0.8110 4.1603 0.9651 0.675 0.386 0.153 -0.344
H 4.1969 -6.4072 5.8903 0.012 -0.043 -0.073 0.365
H 0.0281 7.1576 -2.3927 0.014 0.006 0.028 0.252
H 0.1810 -0.3962 8.5786 -0.009 -0.023 0.010 0.391
C -1.1038 3.0101 -11.8649 0.040 0.099 0.072 -0.927
H 7.2175 -7.6071 4.4037 0.020 0.002 0.012 0.360
C -4.7035 0.2172 1.6985 1.223 0.170 -0.344 -0.858
C 3.2202 -0.8102 3.0416 0.023 0.143 -0.273 -1.380
H -1.7768 -0.2464 -1.3298 0.130 -0.216 -0.168 0.695
H 2.4542 -1.2664 9.1858 0.009 0.019 -0.002 0.381
O -7.4565 -1.1947 1.6093 -0.040 -0.062 -0.051 -0.593
O 0.9131 -2.0315 -0.4185 -0.098 0.208 -0.250 -0.580
H 3.1951 -6.5638 4.4404 0.000 -0.027 -0.022 0.276
C 3.5837 -1.0219 -4.8032 0.020 -0.025 0.078 0.620
H -1.5708 4.8964 -1.0389 -0.133 0.209 -0.170 0.473
H 6.1335 -5.8871 5.8737 -0.026 -0.005 -0.015 0.372
O -0.1389 -1.8109 7.0862 0.007 0.114 -0.178 -0.339
H 0.3387 1.4248 0.4337 -0.004 0.006 0.139 0.095
H -6.4473 -4.2850 1.7538 0.040 0.017 0.072 0.365
H -2.5350 1.3269 -1.4545 -0.128 0.158 -0.242 0.579
H 1.1229 -0.6133 3.4542 -0.028 0.014 0.012 0.081
H -1.7822 2.2981 -12.3347 0.006 -0.015 -0.014 0.349
C -1.8959 0.2499 1.7032 -0.949 -0.134 0.184 0.398
C 6.4815 -6.9187 3.9899 -0.116 0.054 -0.069 -0.968
C 1.5007 -2.1470 0.6296 0.138 -0.102 -0.112 0.880
C -1.9078 0.7059 -0.8254 -0.093 -0.282 0.461 -1.063
C 1.2748 3.5514 -9.7422 -0.077 0.111 0.035 0.600
H 1.1887 4.6626 1.7611 0.079 -0.141 0.093 0.298
H 0.6759 3.4962 -1.4900 0.196 0.118 -0.242 0.247
H 1.6505 -2.2791 3.3068 0.024 -0.069 -0.077 0.564
H 3.9080 -1.4545 2.4977 0.010 -0.074 0.070 0.311
H 2.6833 -5.5089 5.7607 -0.056 0.017 -0.092 0.320
H 0.6842 2.0171 -12.5232 0.021 0.013 -0.011 0.313
H 0.1417 1.4822 -10.9467 -0.007 0.021 0.016 0.340
H 2.3459 6.3902 -4.2593 -0.010 0.000 -0.007 0.426
H 3.4405 -2.9737 0.4900 0.032 0.017 0.000 0.297
H 1.4423 -1.1209 -4.3093 0.057 0.045 0.085 0.251
H 1.8557 1.4218 -3.9803 -0.025 -0.054 -0.012 0.047
H 7.3664 -5.1654 4.8618 0.003 0.029 -0.018 0.303
C 1.9504 1.7755 -5.0105 0.018 0.011 0.081 -0.267
H 2.3203 -2.4965 7.9192 0.026 0.023 -0.017 0.202
C -3.9995 -0.0163 2.8839 0.811 0.083 -0.651 -1.104
H -8.1461 -4.7485 2.7063 0.021 0.013 0.001 0.365
H 1.9100 5.5729 -2.7753 0.010 -0.021 -0.008 0.294
H 0.6685 2.9074 -7.8262 -0.022 0.133 0.046 -0.286
H -7.3958 -5.2621 5.0454 -0.017 -0.014 0.003 0.364
C 2.4214 -1.3523 -3.8933 -0.167 -0.055 -0.188 -0.678
H -2.0382 3.5318 -0.0815 -0.276 -0.081 0.049 0.204
H 1.0317 2.2986 -5.2849 0.014 0.003 -0.024 0.148
H -0.8189 0.2044 1.7262 0.220 -0.031 -0.026 -0.448
H 2.1246 -4.1444 0.3613 0.033 0.045 -0.088 0.360
H -0.9744 3.8605 -12.5334 -0.003 -0.012 -0.031 0.294
C 0.2026 3.0689 -8.7933 0.126 -0.338 -0.064 -0.315
H -1.1015 -3.3951 9.4280 0.019 -0.026 0.010 0.290
H 5.5228 -7.4348 3.9386 0.001 -0.022 0.049 0.278
H -1.0993 -1.0719 4.0462 0.176 -0.202 -0.122 0.198
C 2.4712 -3.2634 0.8956 -0.223 -0.149 0.134 -1.189
H 2.5542 -0.8088 -2.9590 -0.013 0.040 0.061 0.066
O 2.1874 4.2334 -9.3587 0.013 0.047 0.078 -0.579
H -2.4960 -0.5942 4.9537 -0.152 -0.061 0.272 0.303
H -6.2485 -4.1425 4.3040 0.003 -0.044 -0.024 0.248
C 6.4029 -5.6694 4.8401 0.137 -0.141 0.032 -0.424
H -1.3044 0.6099 4.4960 0.133 0.199 0.098 0.397
C 0.8427 7.4168 -3.0703 -0.088 -0.043 -0.047 -1.017
C 3.5443 -5.8723 5.2062 0.068 0.122 0.221 -1.060
C -8.2678 -4.0293 3.5168 -0.003 -0.147 0.098 -0.416
H 1.5637 8.0285 -2.5287 0.015 -0.003 0.010 0.398
H -0.7655 3.1340 -2.4026 -0.062 -0.037 -0.249 0.542
H -9.2867 -4.1337 3.8832 -0.018 0.024 0.005 0.308
H 1.4541 4.2401 0.1878 -0.017 -0.226 -0.007 0.175
C -7.2791 -4.2571 4.6406 0.055 0.117 -0.040 -0.920
H 1.4092 -0.0903 -5.9941 0.008 0.023 0.016 0.398
H -4.5424 0.6287 -0.4091 -0.111 0.056 -0.177 0.470
H 0.7678 6.4254 -7.3345 -0.072 -0.020 -0.020 0.277
H 3.5186 -0.8100 4.0880 -0.017 -0.052 0.032 0.345
C 0.6135 6.6855 -6.2904 0.231 -0.101 -0.070 -1.124
C 1.7567 -1.8941 8.6316 -0.058 -0.099 -0.032 -0.917
H 2.5921 -3.5070 1.9470 0.077 0.067 0.034 0.322
C -1.2603 -2.3844 7.5669 -0.038 -0.142 0.196 0.842
H -2.5594 -2.4166 9.2367 -0.018 -0.112 -0.038 0.317
O 1.1891 3.2767 -11.0555 0.108 -0.031 0.016 -0.361
O -2.0249 -2.8808 6.7868 -0.044 0.005 -0.105 -0.556
C -1.1762 4.0592 -0.4796 0.084 -0.016 -0.413 -0.582
C 0.2384 5.4278 -5.5521 -0.040 0.063 -0.128 0.783
C 2.2257 0.6331 -5.9676 -0.121 0.106 -0.066 -0.657
C -0.4694 4.6267 0.7220 0.607 -1.200 -1.005 0.279
H 0.4237 8.0178 -3.8762 0.041 0.018 -0.001 0.293
O -0.4008 4.5469 -6.0595 -0.061 -0.029 0.146 -0.567
O 4.6304 -1.5977 -4.7246 0.038 -0.017 0.052 -0.563
C -1.8283 -0.2809 4.1648 -0.142 0.040 0.063 -1.197
O 1.3094 -1.1915 1.5476 -0.133 0.303 0.198 -0.180

***

Entry 2:
88
Properties=species:S:1:pos:R:3:forces:R:3:mulliken_charge:R:1 method="wB97M-V/def2-TZVPD" smiles=C1CCOC1.C1CCOC1.C1CCOC1.C1CCOC1.CCO.CCO.CCO.CCO max_force_ha_per_bohr=0.0560
H 19.9946 13.8437 5.6138 0.096 0.385 0.412 0.293
H 20.8993 17.8895 21.9940 -0.277 0.150 -0.293 0.194
H 11.7092 18.0312 14.8922 0.148 0.192 -0.602 0.269
H 22.0204 19.7948 20.7555 -0.239 0.143 0.101 0.319
C 19.6653 17.2254 13.9342 -1.039 -1.407 -0.994 -0.509
C 19.8181 12.9727 6.2450 0.466 -0.242 -0.647 -0.417
H 14.3117 12.6546 20.8487 -0.103 -0.104 0.794 0.341
H 19.9092 20.3834 13.3839 0.227 0.088 0.071 0.288
H 10.6592 21.3230 17.0798 -0.389 0.248 -0.226 0.271
H 26.8881 13.1933 19.8900 0.789 0.401 1.121 0.318
C 22.4406 19.3244 21.6444 0.748 0.408 -0.703 -0.979
H 24.4122 13.5720 18.8835 0.179 0.339 -0.277 0.302
H 10.5411 19.0571 13.9455 -0.479 -0.908 -0.047 0.290
C 21.4261 18.6847 22.5214 -0.653 -0.380 -0.180 -0.159
H 27.3693 13.8664 17.7360 -0.143 -0.661 0.423 0.347
O 21.2526 30.9043 13.0802 0.300 1.543 -0.268 -0.495
C 20.0206 19.4386 13.9161 0.352 1.373 0.578 -0.398
H 18.7578 12.7274 6.1845 -0.085 -0.524 -0.866 0.267
H 19.1916 16.2964 13.6167 -0.148 -0.006 -0.109 0.344
H 12.7486 14.0471 22.7673 0.236 0.096 0.180 0.328
H 20.6925 19.4041 22.8852 -0.101 0.097 -0.056 0.304
O 20.0128 13.2079 7.6138 1.832 -1.632 1.507 -0.394
C 25.4713 13.3197 18.8321 0.936 0.343 -0.056 -0.331
C 11.4645 20.1213 15.4273 1.064 0.271 1.006 -0.647
H 28.3084 22.2174 15.1745 0.161 -0.062 0.155 0.318
C 13.5888 15.8794 21.7518 -0.089 -1.620 0.147 -0.365
O 26.1332 13.7729 20.0159 -0.461 -1.443 0.341 -0.489
H 20.2710 30.4232 11.3129 0.266 -0.186 -0.290 0.236
H 30.2417 20.9357 12.8072 0.089 0.396 -0.172 0.264
O 21.2878 18.8298 13.5977 -0.491 -0.985 -0.115 -0.381
H 19.8808 17.1184 14.9973 0.020 0.254 0.054 0.247
H 15.8874 14.5475 20.6572 0.214 -0.223 0.390 0.285
H 21.2245 10.0728 7.0310 -0.149 -0.097 0.480 0.287
H 29.3025 22.5128 12.5508 0.658 -0.031 -0.041 0.244
O 9.6250 19.5879 16.6934 -0.740 -0.113 0.838 -0.433
C 26.2816 13.9377 17.7371 -1.683 1.158 -1.619 -0.921
H 21.5256 11.9542 8.6357 0.078 0.526 -0.346 0.267
H 11.9297 20.6716 14.6094 -0.333 0.394 0.084 0.385
H 27.3038 21.4827 13.6223 -0.100 0.137 -0.908 0.286
C 20.5302 11.8862 8.1968 -1.395 0.121 -0.815 -0.407
C 29.2938 21.4232 12.5791 -1.568 -0.089 0.784 -0.833
H 23.0112 20.0632 22.2071 -0.016 0.106 -0.048 0.264
H 25.8512 13.5085 16.8323 0.467 0.244 -0.629 0.296
C 20.8934 17.4979 13.1789 1.760 -0.512 -0.190 -0.423
H 14.5682 14.2624 22.7942 -0.286 -0.163 0.518 0.266
H 12.2675 19.9327 16.1398 0.129 0.033 0.139 0.248
C 20.8658 29.9717 12.1069 0.462 -1.776 1.618 -0.215
H 21.5306 16.6432 13.4063 1.278 0.740 0.105 0.311
H 28.8955 21.0805 11.6241 0.195 -0.107 -0.110 0.304
C 14.8768 14.6527 20.2626 -0.311 -1.262 0.126 -0.474
H 21.8354 12.1358 5.9818 -0.095 0.176 -0.157 0.264
H 9.6544 21.2770 15.5070 -0.202 0.551 0.405 0.268
H 26.0650 15.0060 17.7420 0.100 0.132 -0.232 0.253
H 21.7712 29.4441 11.8068 -0.013 0.433 -0.715 0.260
H 19.8378 11.6384 9.0014 0.012 0.022 -0.012 0.283
H 28.0720 19.9550 13.5551 0.327 -0.270 0.745 0.271
H 9.0034 17.9719 15.5668 -0.108 0.109 -0.279 0.206
H 21.7839 18.4134 24.4274 0.028 -0.015 -0.078 0.305
O 22.0718 18.0461 23.5885 0.489 -0.348 1.081 -0.522
C 9.9351 18.3592 15.9792 -1.153 1.606 0.175 -0.357
O 14.3596 15.8955 20.5850 0.594 1.373 -1.190 -0.382
H 20.3968 31.2840 13.2922 0.209 0.576 0.653 0.306
C 10.2936 20.7587 16.2218 0.837 -2.090 -1.436 -0.347
H 14.9921 14.5369 19.1849 -0.362 0.148 -0.121 0.302
O 28.7345 21.3822 14.9685 0.519 -0.365 0.649 -0.517
H 19.1844 29.4932 13.3211 -0.027 0.201 0.343 0.313
H 20.5932 11.3939 4.8999 0.168 0.202 -0.144 0.337
C 20.7936 11.8330 5.8772 -2.115 -0.606 0.083 -0.492
C 13.6410 14.3706 22.2315 0.056 0.677 -0.532 -0.536
C 20.4539 10.8434 7.0073 1.109 1.593 1.063 -0.586
C 13.8714 13.6496 20.9132 1.079 0.663 -1.464 -0.547
H 10.2055 17.6238 16.7370 0.780 0.049 -0.177 0.248
H 18.0472 18.5418 14.2168 -0.040 0.624 0.057 0.262
H 12.5895 16.1573 21.4166 -0.228 0.278 0.677 0.265
H 19.6049 28.1959 12.3364 0.076 -0.181 -0.420 0.330
H 25.5438 12.2535 18.6175 -0.183 -0.512 0.927 0.224
H 20.5354 28.4420 13.7499 0.601 0.596 -0.092 0.270
H 19.9887 19.6045 14.9929 0.182 0.386 0.111 0.266
H 13.0019 13.6252 20.2563 -0.296 0.100 0.206 0.263
H 18.6095 18.5696 12.5592 0.168 -0.473 -0.112 0.273
C 18.9385 18.4694 13.5935 -1.791 0.234 0.646 -0.555
C 10.9347 18.7974 14.9282 0.448 -0.345 0.123 -0.401
H 20.8034 17.5434 12.0936 -0.476 -0.314 -0.105 0.274
H 19.4579 10.4008 7.0172 0.076 0.077 -0.555 0.298
H 23.1534 18.5930 21.2634 0.019 -0.160 0.176 0.274
H 14.0609 16.5677 22.4528 -0.505 0.038 0.264 0.254
C 28.2863 21.0153 13.6891 -0.283 0.389 -1.102 -0.337
C 20.0660 28.9854 12.9299 -1.875 -1.206 -0.829 -1.007

***

Number 1: electronic energy -3054.36700 hartree. Number 2: electronic energy -1549.70721 hartree.